Entry 1:
Molecular formula: C25H62Cl2N5O14P2
Method: DFT, wB97M-V/def2-TZVPD

The energy comes out at -3920.1978 a.u. Its LUMO energy (spin up / spin down) is 3.60 / 3.55 eV. The maximum force comes out at 4.768 eV Å⁻¹. As for the expectation value of S²: 0.750.

```
! wB97M-V def2-TZVPD RIJCOSX def2/J DEFGRID3
* xyz -2 2
C 0.77 -0.33 0.10
C -0.70 -0.68 0.08
O -1.52 -0.51 1.21
H 1.30 -0.79 0.93
H 0.98 0.74 0.15
H 1.24 -0.76 -0.79
H -0.78 -1.72 -0.25
H -1.06 -0.07 -0.75
C -2.50 -4.21 -0.01
C -3.86 -3.61 0.09
O -4.82 -4.38 0.03
N -3.92 -2.29 0.20
C -5.14 -1.50 0.27
H -1.86 -3.48 0.47
H -2.24 -4.40 -1.05
H -2.48 -5.18 0.48
H -3.07 -1.75 0.30
H -5.40 -0.98 -0.65
H -5.18 -0.78 1.09
H -5.94 -2.23 0.40
C 0.74 -1.10 4.10
C 0.55 0.41 4.38
O 1.16 0.96 5.30
N -0.17 1.12 3.50
C -0.25 2.58 3.47
H 0.13 -1.38 3.24
H 0.24 -1.64 4.91
H 1.77 -1.44 3.98
H -0.67 0.67 2.74
H 0.19 3.04 2.59
H 0.09 3.02 4.41
H -1.30 2.87 3.54
C -0.78 3.40 -0.65
C -2.04 3.65 0.20
O -2.35 4.77 0.54
N -2.65 2.56 0.73
C -3.77 2.68 1.65
H 0.15 3.31 -0.09
H -0.64 4.16 -1.41
H -0.86 2.50 -1.25
H -2.28 1.63 0.65
H -4.16 1.70 1.92
H -4.57 3.31 1.27
H -3.57 3.09 2.65
C 3.41 2.06 2.41
C 4.65 2.73 1.86
O 4.58 3.86 1.33
N 5.75 2.03 1.89
C 7.08 2.34 1.34
H 2.98 1.16 1.97
H 2.67 2.86 2.39
H 3.59 1.72 3.43
H 5.62 1.14 2.35
H 7.92 1.96 1.92
H 7.19 3.42 1.19
H 7.23 1.84 0.38
C -3.41 0.08 4.31
C -3.12 -1.44 4.47
O -3.58 -2.06 5.44
N -2.26 -2.02 3.63
C -1.91 -3.39 3.64
H -4.39 0.09 3.82
H -2.68 0.55 3.66
H -3.53 0.59 5.27
H -2.09 -1.47 2.80
H -2.65 -3.87 4.28
H -0.90 -3.55 4.02
H -2.04 -3.97 2.73
C 3.65 -6.00 -3.59
O 2.90 -5.85 -2.42
P 3.03 -4.55 -1.49
O 4.41 -4.06 -1.38
O 1.89 -3.53 -2.14
C 0.53 -3.94 -2.39
O 2.36 -4.99 -0.09
C 2.42 -4.20 1.11
H 3.05 -5.81 -4.48
H 3.89 -7.06 -3.65
H 4.60 -5.47 -3.67
H 0.32 -4.94 -2.02
H 0.24 -3.80 -3.44
H -0.17 -3.31 -1.85
H 2.73 -4.81 1.96
H 1.41 -3.81 1.24
H 3.07 -3.32 1.07
C 0.31 3.26 -5.06
O 1.69 3.48 -5.06
P 2.44 4.20 -3.89
O 3.88 4.23 -4.09
O 1.75 5.68 -3.82
C 1.48 6.39 -5.02
O 1.88 3.48 -2.47
C 2.47 2.28 -2.18
H -0.29 3.78 -5.81
H -0.16 3.50 -4.10
H 0.14 2.20 -5.21
H 0.81 7.20 -4.76
H 0.96 5.76 -5.74
H 2.39 6.79 -5.47
H 1.73 1.49 -2.31
H 2.79 2.29 -1.14
H 3.35 2.06 -2.80
Cl -2.45 1.69 -4.13
C -3.07 0.00 -4.26
C -3.64 -0.51 -2.95
Cl -3.86 -2.24 -3.24
H -2.26 -0.58 -4.69
H -3.86 -0.01 -5.01
H -4.66 -0.15 -2.79
H -3.09 -0.45 -2.01
*
```

Löwdin atomic charge list, values in e, 2 entries:
1. C -0.1010
2. C -0.4551

Entry 2:
Molecular formula: C4H5N3
Method: DFT, wB97M-V/def2-TZVPD

The energy comes out at -319.6142 a.u. The SMILES is CNC(C#N)C#N. Its LUMO energy is 0.56 eV. The maximum force comes out at 2.502 eV Å⁻¹.

```
! wB97M-V def2-TZVPD RIJCOSX def2/J DEFGRID3
* xyz 0 1
C -1.69 0.18 -0.04
N -0.35 0.51 -0.46
C 0.79 -0.45 -0.19
C 0.95 -0.58 1.24
N 1.15 -0.41 2.35
C 2.03 0.07 -0.82
N 2.95 0.44 -1.40
H -2.06 -0.88 -0.19
H -1.88 0.47 1.07
H -2.44 0.66 -0.65
H -0.11 1.54 -0.30
H 0.66 -1.56 -0.60
*
```

Löwdin atomic charge list, values in e, 2 entries:
1. C -0.1607
2. N -0.1032

Entry 3:
Molecular formula: C19H26CrN4O6Se
Method: DFT, wB97M-V/def2-TZVPD

The energy comes out at -4856.1005 a.u. Its LUMO energy (spin up / spin down) is 4.89 / 4.86 eV. The maximum force comes out at 0.651 eV Å⁻¹. As for the expectation value of S²: 6.151.

```
! wB97M-V def2-TZVPD RIJCOSX def2/J DEFGRID3
* xyz -2 5
Cr 1.04 -0.85 0.15
O 1.15 -2.53 1.48
C 2.13 -2.12 2.44
C 1.66 -0.83 3.12
N 1.01 0.05 2.11
C -0.36 0.44 2.51
C -1.31 -0.69 2.95
O -2.36 -0.30 3.47
O -0.97 -1.90 2.78
C 1.83 1.24 1.84
C 1.46 1.90 0.50
O 1.61 3.11 0.37
O 1.06 1.07 -0.39
H 0.24 -2.36 1.93
H 3.06 -1.95 1.90
H 2.28 -2.90 3.18
H 2.49 -0.31 3.61
H 0.92 -1.09 3.88
H -0.82 0.92 1.64
H -0.33 1.17 3.32
H 2.87 0.92 1.74
H 1.75 1.98 2.65
O 4.21 -0.90 -0.17
C 2.99 -1.08 -0.35
C 1.43 -2.69 -3.27
C 2.64 -2.05 -2.60
C 3.11 -0.85 -3.42
C 3.77 -3.08 -2.48
N 2.24 -1.60 -1.28
H 1.67 -3.04 -4.27
H 0.61 -1.97 -3.33
H 1.08 -3.54 -2.67
H 3.42 -1.15 -4.43
H 3.96 -0.37 -2.92
H 2.31 -0.12 -3.50
H 4.09 -3.42 -3.47
H 3.43 -3.94 -1.90
H 4.62 -2.63 -1.95
C -1.58 1.93 -2.04
N -2.38 1.44 -0.95
C -2.11 0.30 -0.19
Se -1.34 -1.32 -0.83
N -3.15 0.29 0.76
C -3.95 1.39 0.65
C -5.02 1.86 1.40
C -5.59 3.09 1.01
C -5.11 3.81 -0.06
C -4.01 3.34 -0.82
C -3.45 2.13 -0.45
H -0.80 1.20 -2.26
H -1.09 2.87 -1.77
H -2.21 2.09 -2.92
H -3.21 -0.42 1.46
H -5.38 1.31 2.25
H -6.42 3.49 1.59
H -5.56 4.76 -0.32
H -3.61 3.91 -1.65
*
```

Löwdin atomic charge list, values in e, 2 entries:
1. Cr 0.5537
2. O -0.1802

Entry 4:
Molecular formula: C36H49ClF6O2P4Pt
Method: DFT, wB97M-V/def2-TZVPD

The energy comes out at -4095.0384 a.u. Its LUMO energy (spin up / spin down) is -4.79 / -9.37 eV. The maximum force comes out at 4.675 eV Å⁻¹. As for the expectation value of S²: 6.024.

```
! wB97M-V def2-TZVPD RIJCOSX def2/J DEFGRID3
* xyz 2 5
P -1.76 -1.02 -3.63
C -3.49 -1.14 -4.25
C -4.00 -0.37 -5.29
H -3.37 0.36 -5.78
C -5.31 -0.54 -5.71
H -5.70 0.07 -6.52
C -6.13 -1.48 -5.10
H -7.15 -1.60 -5.42
C -5.63 -2.25 -4.06
H -6.26 -2.98 -3.57
C -4.32 -2.08 -3.63
H -3.93 -2.68 -2.82
C -1.17 0.49 -4.49
C -1.45 1.72 -3.89
H -1.98 1.75 -2.95
C -1.05 2.91 -4.49
H -1.28 3.85 -4.02
C -0.35 2.88 -5.69
H -0.03 3.81 -6.15
C -0.05 1.67 -6.29
H 0.49 1.64 -7.22
C -0.46 0.48 -5.70
H -0.24 -0.47 -6.17
C -0.92 -2.34 -4.59
C -1.51 -3.02 -5.66
H -2.51 -2.77 -5.96
C -0.80 -4.01 -6.33
H -1.27 -4.53 -7.16
C 0.49 -4.33 -5.96
H 1.04 -5.10 -6.48
C 1.08 -3.66 -4.89
H 2.09 -3.91 -4.59
C 0.38 -2.68 -4.21
H 0.84 -2.17 -3.37
Pt -0.15 -0.09 2.47
C 1.60 0.87 2.04
C 2.02 1.11 0.77
H 2.21 1.20 2.88
C 1.08 0.64 -0.31
O 1.77 -0.24 -1.21
H 1.17 -0.49 -1.92
C -0.01 -0.02 0.44
H 0.66 1.48 -0.88
C -1.05 -0.70 0.72
Cl -2.22 -1.16 3.41
P 1.00 -2.21 2.77
P -1.43 1.95 2.72
C 0.39 -3.20 4.16
H -0.66 -3.43 4.01
H 0.47 -2.62 5.07
H 0.96 -4.12 4.25
C 0.88 -3.30 1.31
H 1.29 -2.80 0.44
H -0.17 -3.54 1.12
H 1.42 -4.23 1.48
C 2.79 -2.04 3.07
H 2.93 -1.41 3.94
H 3.25 -1.57 2.21
H 3.25 -3.01 3.25
C -2.20 2.18 4.35
H -1.43 2.25 5.10
H -2.81 1.31 4.56
H -2.81 3.08 4.35
C -0.48 3.49 2.45
H -0.04 3.47 1.45
H 0.32 3.53 3.18
H -1.11 4.37 2.55
C -2.82 2.03 1.53
H -3.45 1.16 1.69
H -2.44 2.01 0.51
H -3.40 2.94 1.68
P 3.56 1.85 0.34
C 4.32 2.60 1.80
C 3.33 3.13 -0.92
H 4.53 1.85 2.54
H 3.65 3.35 2.22
H 5.25 3.08 1.51
H 2.90 2.68 -1.81
H 4.29 3.57 -1.18
H 2.66 3.90 -0.54
C 4.74 0.65 -0.33
H 4.96 -0.10 0.42
H 5.66 1.15 -0.62
H 4.30 0.17 -1.20
H -1.92 -1.27 0.45
C 1.04 2.01 6.18
C 0.77 0.53 5.76
O 0.71 0.48 4.30
C 2.09 -0.20 6.23
F 2.35 0.03 7.57
F 2.06 -1.56 6.08
F 3.18 0.30 5.52
C -0.45 -0.06 6.58
F -0.12 -0.15 7.92
F -1.59 0.70 6.56
F -0.82 -1.31 6.17
H 1.96 2.39 5.69
H 1.18 2.09 7.28
H 0.28 2.75 5.93
*
```

Löwdin atomic charge list, values in e, 2 entries:
1. P 1.2534
2. C -0.3691

Entry 5:
Molecular formula: C18H22N2O3S2
Method: DFT, wB97M-V/def2-TZVPD

The energy comes out at -1830.7059 a.u. The SMILES is Cc1cc(C)c(S(=O)(=O)N2CCN(C(=O)c3cccs3)CC2)c(C)c1. Its LUMO energy is 0.56 eV. The maximum force comes out at 1.109 eV Å⁻¹.

```
! wB97M-V def2-TZVPD RIJCOSX def2/J DEFGRID3
* xyz 0 1
C -3.34 -3.65 0.37
C -2.98 -2.20 0.33
C -3.13 -1.45 -0.82
C -2.81 -0.10 -0.88
C -3.04 0.57 -2.20
C -2.30 0.53 0.27
S -1.74 2.26 0.19
O -2.43 2.97 -0.85
O -1.77 2.87 1.49
N -0.14 2.23 -0.26
C 0.86 1.85 0.71
C 1.28 0.39 0.54
N 1.69 0.17 -0.83
C 2.93 -0.14 -1.28
O 3.14 -0.39 -2.46
C 4.04 -0.19 -0.31
C 5.00 -1.16 -0.26
C 6.03 -0.88 0.67
C 5.86 0.32 1.29
S 4.43 1.12 0.77
C 0.63 0.45 -1.77
C 0.21 1.92 -1.62
C -2.17 -0.20 1.46
C -1.69 0.36 2.76
C -2.51 -1.55 1.46
H -3.09 -4.13 -0.58
H -4.42 -3.75 0.52
H -2.84 -4.16 1.18
H -3.51 -1.92 -1.71
H -2.21 0.36 -2.88
H -3.15 1.64 -2.10
H -3.94 0.17 -2.66
H 0.44 2.04 1.70
H 1.74 2.49 0.58
H 2.08 0.13 1.23
H 0.42 -0.27 0.73
H 4.96 -2.05 -0.86
H 6.86 -1.53 0.85
H 6.48 0.79 2.02
H 1.02 0.26 -2.78
H -0.21 -0.22 -1.57
H -0.65 2.16 -2.24
H 1.05 2.56 -1.92
H -2.21 -0.13 3.58
H -0.62 0.15 2.89
H -1.84 1.43 2.83
H -2.40 -2.10 2.38
*
```

Löwdin atomic charge list, values in e, 2 entries:
1. C -0.0408
2. C -0.2567